A molecular structure, C22H34I3N2O6SSi, computed with ωB97M-V/def2-TZVPD.

Structure (XYZ):
```
69
Properties=species:S:1:pos:R:3
C -0.443 -0.781 1.745
C -0.067 0.625 2.131
I 0.301 0.904 4.138
C 0.030 1.608 1.236
I 0.584 3.578 1.562
N -0.200 1.291 -0.156
C 0.835 0.719 -0.802
C 0.749 0.320 -2.107
C 1.952 -0.280 -2.785
C 2.595 -1.485 -2.109
O 2.998 -1.210 -0.775
C 3.778 -1.973 -2.963
N 4.687 -2.894 -2.332
C -0.490 0.532 -2.731
C -0.644 0.040 -4.141
O -0.043 0.529 -5.048
O -1.519 -0.978 -4.284
C -1.062 -2.256 -3.799
C -2.016 -2.849 -2.767
C -3.158 -1.933 -2.361
I -0.954 -3.454 -0.994
C -1.559 1.180 -2.111
Si -3.217 1.681 -2.987
C -3.173 1.416 -4.831
C -4.650 0.703 -2.259
C -3.525 3.510 -2.681
C -1.379 1.542 -0.776
S -2.649 2.343 0.115
H 0.452 -1.335 1.470
H -1.137 -0.785 0.907
H -0.918 -1.278 2.582
H 1.725 0.592 -0.215
H 2.715 0.493 -2.899
H 1.694 -0.566 -3.800
H 1.875 -2.301 -2.044
H 3.596 -0.454 -0.791
H 3.393 -2.420 -3.879
H 4.352 -1.091 -3.257
H 5.284 -2.442 -1.659
H 4.222 -3.676 -1.895
H -1.025 -2.913 -4.664
H -0.046 -2.170 -3.427
H -2.425 -3.777 -3.145
H -2.780 -1.015 -1.915
H -3.760 -1.695 -3.235
H -3.772 -2.421 -1.612
H -3.910 2.105 -5.241
H -2.232 1.666 -5.312
H -3.450 0.412 -5.135
H -5.493 1.378 -2.133
H -4.402 0.292 -1.285
H -4.941 -0.100 -2.931
H -3.932 3.940 -3.592
H -4.268 3.626 -1.898
H -2.639 4.085 -2.420
H -2.444 1.685 1.260
C 3.634 2.064 8.074
C 2.586 1.039 8.420
C 3.110 -0.269 8.983
O 2.128 -1.216 8.535
C 1.547 -0.726 7.425
O 0.823 -1.329 6.701
O 1.904 0.567 7.235
H 3.177 3.004 7.768
H 4.268 2.257 8.939
H 4.254 1.706 7.252
H 1.827 1.466 9.081
H 3.171 -0.288 10.067
H 4.077 -0.540 8.554
```

Results
Electronic energy in eV: -81639.78789
Relative energy (zero: lowest compared OMol25 entry of this formula, charge and spin) in kcal/mol: 0.0
HOMO level in eV: -11.5
Charge: +1
Lowest unoccupied orbital energy in hartree: -0.146
Frontier orbital gap in eV: 7.6